# 1
Entry from the OMol25 dataset: 2 unconnected molecules or ions with the total composition BrClHOP at a distorted geometry (ωB97M-V/def2-TZVPD).

Last column: natural (NBO) charge in e.
Geometry (Å):
Cl 0.33 1.86 0.86  -0.328
H -1.26 -1.03 0.16  0.478
Br 1.48 -1.08 0.51  -0.237
P 0.43 0.44 -0.63  1.082
O -0.99 -0.18 -0.90  -0.994

LUMO: -0.93 eV
gap between HOMO and LUMO: 8.75 eV
molar mass: 163.34 g mol⁻¹
net charge: 0
spin multiplicity: 1
HOMO level: -0.356 Ha
E: -93917.3720 eV

# 2
Entry from the OMol25 dataset: a molecular structure, BrClINOS at a distorted geometry (ωB97M-V/def2-TZVPD).

Last column: natural (NBO) charge in e.
Geometry (Å):
O -0.27 1.27 -0.23  -0.892
N -0.24 -1.17 0.54  -0.935
Br -1.61 -1.36 -0.47  0.719
I -3.45 0.41 -0.01  0.055
Cl 2.31 0.48 -1.13  -0.357
S 0.70 0.35 0.40  1.410

LUMO: -2.90 eV
gap between HOMO and LUMO: 7.13 eV
molar mass: 304.33 g mol⁻¹
net charge: 0
spin multiplicity: 1
HOMO level: -0.369 Ha
E: -105034.3133 eV

# 3
Entry from the OMol25 dataset: 2 unconnected molecules or ions with the total composition BrClO2P at a distorted geometry (ωB97M-V/def2-TZVPD).

Last column: natural (NBO) charge in e.
Geometry (Å):
O 0.13 -0.93 1.24  -0.934
P 0.55 -0.36 -0.10  2.078
Cl -3.49 0.70 0.08  -0.917
O 1.13 -1.12 -1.22  -0.984
Br 1.68 1.71 0.00  -0.243

LUMO (alpha / beta): 0.39 / 0.39 eV
gap between HOMO and LUMO (alpha / beta): 4.61 / 4.61 eV
molar mass: 178.33 g mol⁻¹
net charge: -1
spin multiplicity: 1
HOMO level (alpha / beta): -0.155 / -0.155 Ha
E: -95951.4202 eV

# 4
Entry from the OMol25 dataset: a molecular structure, BrCo (ωB97M-V/def2-TZVPD).

Last column: natural (NBO) charge in e.
Geometry (Å):
Br 0.68 -1.03 1.34  0.003
Co -0.68 1.03 -1.34  0.997

⟨S²⟩: 3.7617
LUMO (alpha / beta): -7.54 / -8.46 eV
gap between HOMO and LUMO (alpha / beta): 7.93 / 6.60 eV
molar mass: 138.84 g mol⁻¹
net charge: +1
spin multiplicity: 4
HOMO level (alpha / beta): -0.568 / -0.553 Ha
E: -107657.2882 eV

# 5
Entry from the OMol25 dataset: 2 unconnected molecules or ions with the total composition BrFHN at a distorted geometry (ωB97M-V/def2-TZVPD).

Last column: natural (NBO) charge in e.
Geometry (Å):
H 1.66 0.81 -0.07  0.062
F -0.07 -1.41 -0.21  -0.220
N -0.08 -0.19 0.37  -0.091
Br -1.51 0.79 -0.09  0.249

LUMO (alpha / beta): -0.47 / -1.20 eV
gap between HOMO and LUMO (alpha / beta): 9.63 / 8.80 eV
molar mass: 113.92 g mol⁻¹
net charge: 0
spin multiplicity: 1
HOMO level (alpha / beta): -0.371 / -0.367 Ha
E: -74259.6006 eV

# 6
Entry from the OMol25 dataset: 8 unconnected molecules or ions with the total composition BrH14O7 at a distorted geometry (ωB97M-V/def2-TZVPD).

Last column: natural (NBO) charge in e.
Geometry (Å):
O -2.84 2.43 0.61  -0.958
H -0.33 2.12 -1.61  0.495
O -0.87 2.68 -2.16  -0.957
H -3.24 2.69 -0.22  0.462
Br -0.28 0.29 0.29  -0.921
H 0.32 -0.60 -1.77  0.491
H -0.62 2.27 3.35  0.460
O 1.62 -2.71 1.63  -0.952
H 1.77 -3.52 1.14  0.459
H 0.50 -0.55 -3.27  0.450
H 2.51 0.00 0.13  0.489
H 3.05 -0.29 -1.26  0.470
O 0.21 1.82 3.23  -0.966
H 1.12 -2.16 1.03  0.489
O 3.33 -0.07 -0.36  -0.963
O 0.65 -1.11 -2.51  -0.971
H -2.57 1.53 0.48  0.490
O -1.19 -2.99 0.27  -0.964
H 0.24 1.61 2.29  0.493
H -1.10 -2.08 0.54  0.492
H -1.14 -3.48 1.09  0.459
H -1.13 2.12 -2.89  0.454

LUMO: 3.10 eV
gap between HOMO and LUMO: 9.18 eV
molar mass: 206.01 g mol⁻¹
net charge: -1
spin multiplicity: 1
HOMO level: -0.223 Ha
E: -84606.1953 eV

# 7
Entry from the OMol25 dataset: 2 unconnected molecules or ions with the total composition BrH2N at a distorted geometry (ωB97M-V/def2-TZVPD).

Last column: natural (NBO) charge in e.
Geometry (Å):
Br -2.04 -0.20 0.01  0.426
N -0.70 0.80 -0.08  -0.418
H 1.04 -0.12 0.03  0.007
H 1.69 -0.48 0.04  -0.014

LUMO (alpha / beta): -1.25 / -1.26 eV
gap between HOMO and LUMO (alpha / beta): 8.30 / 8.32 eV
molar mass: 95.93 g mol⁻¹
net charge: 0
spin multiplicity: 1
HOMO level (alpha / beta): -0.351 / -0.352 Ha
E: -71559.9267 eV

# 8
Entry from the OMol25 dataset: 2 unconnected molecules or ions with the total composition BrH2NOS2 at a distorted geometry (ωB97M-V/def2-TZVPD).

Last column: natural (NBO) charge in e.
Geometry (Å):
H 0.81 -1.78 -0.58  0.410
S 1.81 -0.06 0.27  1.395
O 2.06 -0.62 1.58  -0.845
Br -1.58 0.79 0.19  -0.198
H -1.14 2.01 0.73  0.198
N 1.13 -0.85 -0.82  -1.050
S 2.35 1.71 -0.17  0.090

⟨S²⟩: 2.0109
LUMO (alpha / beta): -0.23 / -4.19 eV
gap between HOMO and LUMO (alpha / beta): 6.59 / 6.02 eV
molar mass: 176.06 g mol⁻¹
net charge: 0
spin multiplicity: 3
HOMO level (alpha / beta): -0.251 / -0.375 Ha
E: -95277.5713 eV

Computed ΔE to the lowest compared entry with this formula, charge and spin (kJ/mol) in order:
170.4, 22.7, 232.9, 134.1, 343.4, 61.0, 390.5, 0.0